1.
22
Properties=species:S:1:pos:R:3 method="wB97M-V/def2-TZVPD" relative_energy_kcal_mol=34.16 total_charge=-1 lumo_ev=3.62 multiplicity=1 molar_mass_g_mol=116.18 orbital_gap_ev=6.1 total_energy_ev=-9985.1423
C 1.70 2.54 -1.39
C 0.51 1.82 -0.76
C 0.08 0.45 -1.30
C 0.83 -0.81 -0.81
C 0.77 -1.10 0.71
N -0.42 -1.86 1.22
C -1.46 -0.73 1.70
O -2.40 -0.65 0.78
H 2.61 1.90 -1.37
H 1.57 2.72 -2.47
H 2.00 3.52 -0.94
H 0.91 1.72 0.29
H -0.35 2.52 -0.74
H 0.03 0.56 -2.39
H -0.99 0.48 -1.16
H 1.83 -0.44 -1.11
H 0.66 -1.73 -1.34
H 0.84 -0.12 1.18
H 1.69 -1.66 0.91
H -0.94 -2.32 0.47
H -0.95 0.22 1.95
H -1.66 -1.02 2.76



2.
21
Properties=species:S:1:pos:R:3 method="wB97M-V/def2-TZVPD" relative_energy_kcal_mol=131.65 lumo_ev="0.44 / 0.48" multiplicity=1 molar_mass_g_mol=131.24 orbital_gap_ev="7.5 / 7.5" total_energy_ev=-18752.5681
C -1.78 0.79 -2.45
C 0.08 0.70 1.47
C 2.09 -0.72 0.33
C -1.09 0.91 2.37
C 2.98 -1.89 0.17
C -2.92 0.80 -1.11
N -0.66 0.05 -2.37
S 0.83 -0.78 1.43
H -2.11 1.19 -3.39
H 0.52 1.53 0.94
H 2.37 0.23 -0.09
H -0.83 1.55 3.22
H -1.45 -0.04 2.75
H -1.90 1.41 1.83
H 3.14 -2.11 -0.89
H 3.97 -1.72 0.61
H 2.55 -2.77 0.64
H -3.59 1.63 -1.14
H -2.48 0.46 -0.20
H -0.29 -0.39 -3.20
H -0.47 -0.41 -1.49



3.
66
Properties=species:S:1:pos:R:3 method="wB97M-V/def2-TZVPD" lumo_ev=-1.01 multiplicity=1 molar_mass_g_mol=543.58 orbital_gap_ev=8.6 total_energy_ev=-49436.3681
O -0.06 6.06 5.32
C 0.01 5.59 4.20
C -1.18 5.60 3.31
C -2.38 6.16 3.75
C -3.47 6.20 2.90
C -3.38 5.68 1.60
C -2.19 5.11 1.17
C -1.09 5.06 2.02
C 0.15 4.43 1.55
O 0.19 3.91 0.45
C 1.34 4.44 2.43
C 2.54 3.87 1.98
C 3.67 3.91 2.79
C 3.61 4.51 4.05
C 2.42 5.05 4.50
C 1.28 5.02 3.70
H -2.45 6.57 4.75
H -4.41 6.64 3.24
H -4.23 5.73 0.94
H -2.13 4.71 0.17
H 2.59 3.41 1.00
H 4.60 3.47 2.44
H 4.49 4.54 4.67
H 2.37 5.51 5.49
O 5.18 -7.06 -1.53
C 4.18 -6.37 -1.59
C 4.17 -5.13 -2.41
C 5.30 -4.77 -3.14
C 5.28 -3.64 -3.94
C 4.12 -2.85 -4.01
C 3.00 -3.20 -3.27
C 3.02 -4.33 -2.46
C 1.82 -4.68 -1.66
O 0.84 -3.96 -1.67
C 1.83 -5.93 -0.86
C 0.70 -6.28 -0.13
C 0.69 -7.47 0.60
C 1.81 -8.30 0.60
C 2.94 -7.94 -0.11
C 2.96 -6.75 -0.84
H 6.19 -5.38 -3.09
H 6.15 -3.36 -4.51
H 4.11 -1.98 -4.64
H 2.11 -2.58 -3.33
H -0.17 -5.64 -0.13
H -0.19 -7.75 1.16
H 1.79 -9.22 1.16
H 3.81 -8.58 -0.10
C -2.07 -1.89 -1.66
C -2.09 -0.73 -1.28
C -2.30 0.79 -0.87
C -2.92 1.51 -2.16
O -3.81 2.61 -1.84
C -5.03 2.13 -1.32
O -5.37 2.45 -0.19
C -6.04 1.19 -2.13
N -6.66 0.28 -1.13
H -2.36 -2.82 -2.24
H -3.03 0.76 0.00
H -1.33 1.24 -0.52
H -2.06 1.88 -2.82
H -3.45 0.70 -2.75
H -6.88 1.78 -2.62
H -5.51 0.60 -2.95
H -7.12 -0.51 -1.58
H -5.92 -0.02 -0.48



4.
13
Properties=species:S:1:pos:R:3 method="wB97M-V/def2-TZVPD" relative_energy_kcal_mol=60.92 lumo_ev=0.02 multiplicity=1 molar_mass_g_mol=111.10 orbital_gap_ev=9.9 total_energy_ev=-10744.9732
H 3.18 -0.58 0.02
N 2.28 -1.17 -0.18
C 1.30 -0.36 0.10
N 1.31 1.06 0.14
C 0.14 1.63 0.01
N -1.21 1.06 -0.11
C -1.09 -0.18 -0.05
C -2.36 -0.84 0.02
O 0.04 -0.88 0.10
H 0.15 2.66 -0.29
H -2.32 -1.72 -0.73
H -2.69 -1.38 0.96
H -3.27 -0.12 -0.19



5.
39
Properties=species:S:1:pos:R:3 method="wB97M-V/def2-TZVPD" lumo_ev=0.09 multiplicity=1 molar_mass_g_mol=334.21 orbital_gap_ev=8.0 total_energy_ev=-37497.5898
O 3.96 -2.25 -1.38
B 3.69 -1.34 -2.49
O 4.35 -1.37 -3.79
C 3.47 -0.66 -4.58
C 2.60 0.22 -3.68
C 1.88 1.27 -4.19
C 1.25 2.07 -3.25
C 1.32 1.81 -1.87
N 0.80 2.83 -0.98
C 0.13 2.68 0.19
S -0.22 3.95 1.17
N -0.27 1.39 0.52
C -1.08 0.73 1.46
C -1.98 1.48 2.24
C -2.97 0.97 2.98
C -2.95 -0.44 3.25
C -3.94 -1.11 4.09
C -3.98 -2.43 4.21
C -3.08 -3.22 3.53
C -2.08 -2.69 2.70
C -1.97 -1.27 2.60
C -1.10 -0.64 1.66
C 2.03 0.65 -1.40
C 2.55 -0.17 -2.36
H 4.75 -2.77 -1.57
H 4.13 -0.06 -5.20
H 2.69 -1.21 -5.24
H 1.95 1.54 -5.21
H 0.67 2.90 -3.55
H 0.76 3.79 -1.33
H 0.20 0.75 -0.18
H -1.86 2.59 2.09
H -3.62 1.68 3.45
H -4.68 -0.64 4.78
H -4.71 -2.85 4.87
H -3.14 -4.27 3.65
H -1.49 -3.33 2.07
H -0.38 -1.19 1.07
H 2.31 0.62 -0.34



6.
12
Properties=species:S:1:pos:R:3 method="wB97M-V/def2-TZVPD" relative_energy_kcal_mol=94.96 lumo_ev=0.49 multiplicity=1 molar_mass_g_mol=90.08 orbital_gap_ev=9.8 total_energy_ev=-9243.1996
N 0.83 -1.06 -0.57
N -0.23 -0.08 -0.57
C 0.28 1.33 -0.35
O 1.48 1.55 -0.50
C -1.03 -0.14 0.61
O -0.88 -1.28 1.31
H 1.65 -0.65 -0.11
H 1.12 -1.14 -1.55
H -0.50 2.06 -0.61
H -2.06 0.19 0.46
H -0.48 0.95 1.10
H -0.18 -1.75 0.79



7.
17
Properties=species:S:1:pos:R:3 method="wB97M-V/def2-TZVPD" relative_energy_kcal_mol=146.70 total_charge=+2 lumo_ev="-14.07 / -12.55" multiplicity=2 molar_mass_g_mol=100.14 orbital_gap_ev="3.8 / 7.7" total_energy_ev=-8856.8538 s_squared=1.770
O -1.34 0.79 -1.59
C -1.85 0.36 -0.59
C -1.36 0.52 0.80
C -0.10 -0.27 1.15
C 0.99 -0.07 0.11
C 1.38 -1.12 -0.71
N 1.28 1.27 -0.07
H -2.62 -0.46 -0.79
H -1.02 1.53 0.99
H -2.12 0.34 1.44
H -0.35 -1.37 1.48
H 0.33 0.12 2.09
H 2.02 -0.88 -1.54
H 1.46 -1.94 0.00
H 0.84 -2.45 -2.73
H 0.86 1.88 -0.78
H 1.58 1.74 0.75



8.
15
Properties=species:S:1:pos:R:3 method="wB97M-V/def2-TZVPD" relative_energy_kcal_mol=12.36 lumo_ev=-0.52 multiplicity=1 molar_mass_g_mol=242.09 orbital_gap_ev=7.9 total_energy_ev=-26175.7974
C 1.49 1.51 -0.29
N 0.58 0.45 0.12
C 0.67 -1.00 -0.03
C -0.70 -1.53 0.34
N -1.57 -0.39 0.12
I -3.63 -0.41 -0.07
C -0.90 0.82 0.06
S -1.62 2.27 -0.07
H 1.89 1.29 -1.27
H 1.08 2.45 -0.03
H 2.44 1.52 0.32
H 1.45 -1.35 0.74
H 0.76 -1.46 -1.00
H -1.15 -2.30 -0.38
H -0.79 -1.87 1.45



9.
22
Properties=species:S:1:pos:R:3 method="wB97M-V/def2-TZVPD" relative_energy_kcal_mol=52.43 lumo_ev=0.94 multiplicity=1 molar_mass_g_mol=149.20 orbital_gap_ev=8.6 total_energy_ev=-12941.8007
C -1.37 1.56 -0.41
C -0.32 0.78 -0.22
N 0.94 1.16 -0.59
C 1.31 1.13 -1.79
C 0.58 0.32 -2.87
C -0.46 -0.48 0.59
C 0.44 -1.56 0.28
C 0.79 -2.20 1.41
N 0.39 -1.61 2.61
C -0.24 -0.51 2.17
N -0.82 0.33 3.01
H -2.30 1.52 0.13
H -1.44 2.55 -0.87
H 2.41 1.48 -2.04
H -0.17 -0.23 -2.33
H 0.26 0.97 -3.76
H 1.31 -0.36 -3.36
H -1.42 -0.95 0.49
H 0.80 -2.02 -0.71
H 1.09 -3.25 1.50
H -0.67 0.18 4.02
H -1.08 1.20 2.73



10.
13
Properties=species:S:1:pos:R:3 method="wB97M-V/def2-TZVPD" relative_energy_kcal_mol=77.71 lumo_ev=-0.14 multiplicity=1 molar_mass_g_mol=150.29 orbital_gap_ev=8.6 total_energy_ev=-36746.8887
C -0.49 1.35 1.01
C -1.44 1.71 -0.11
C -1.09 0.31 -0.15
C 0.30 -1.82 -0.69
H 2.08 0.64 0.09
H -0.59 1.09 2.14
H -0.94 2.30 -0.74
H -2.42 1.98 0.35
H -1.88 -0.27 0.14
H 0.65 -2.61 -1.52
S 1.13 2.03 0.66
S -0.27 -0.43 -1.49
S 0.35 -2.38 0.78



11.
11
Properties=species:S:1:pos:R:3 method="wB97M-V/def2-TZVPD" relative_energy_kcal_mol=77.41 lumo_ev=0.20 multiplicity=1 molar_mass_g_mol=152.27 orbital_gap_ev=7.9 total_energy_ev=-37621.0673
S 2.56 0.43 0.29
C 1.00 -0.24 0.04
C 0.44 -1.23 0.75
S -1.16 -1.64 0.18
N -1.17 -0.02 -0.66
S -2.04 1.23 0.56
N 0.09 0.25 -0.93
H 2.66 1.16 -0.82
H 0.64 -1.83 1.61
H -3.09 0.71 0.22
H 0.07 1.19 -1.24



12.
48
Properties=species:S:1:pos:R:3 method="wB97M-V/def2-TZVPD" relative_energy_kcal_mol=0.00 lumo_ev=-0.20 multiplicity=1 molar_mass_g_mol=492.89 orbital_gap_ev=8.3 total_energy_ev=-64855.1063
O -2.04 -2.73 -5.12
O -2.30 -3.47 -2.80
F -3.15 -0.50 -1.14
F 0.40 -3.73 -1.48
Cl 3.03 -3.74 -6.68
N 3.67 1.46 4.77
N 3.56 0.78 3.58
N 1.91 0.52 1.84
O -0.24 3.34 4.19
C 2.56 2.15 4.95
C 2.41 1.02 3.05
C 0.71 0.87 1.50
C 1.66 1.97 3.81
C 0.43 2.39 3.41
C 2.24 -4.27 -2.82
C 2.90 -4.25 -4.06
C 1.00 -0.23 -0.77
C -1.22 -0.01 0.19
C 0.40 -0.64 -1.97
C 0.94 -3.23 -5.06
C -1.79 -0.45 -1.00
C 0.93 -3.79 -2.71
C 2.24 -3.70 -5.15
C 0.17 0.18 0.30
C -0.98 -0.76 -2.09
C 0.28 -3.24 -3.82
N -0.04 1.86 2.21
N -2.71 3.03 2.07
N -1.52 -1.06 -3.32
C -1.88 4.17 2.42
C -2.63 2.61 3.51
C -1.63 3.68 3.87
S -1.48 -2.67 -3.76
H 2.29 2.80 5.79
H 2.75 -4.63 -1.95
H 3.86 -4.68 -4.17
H 2.07 -0.19 -0.68
H -1.87 0.28 1.00
H 0.97 -0.85 -2.83
H 0.49 -2.87 -5.96
H -1.00 2.05 1.99
H -3.67 3.30 1.84
H -2.49 -0.83 -3.40
H -0.96 4.25 1.82
H -2.40 5.10 2.26
H -3.58 2.77 4.05
H -2.23 1.61 3.69
H -2.05 4.31 4.65